(1)
{"formula": "C25H40BO4V", "method": "the ωB97M-V functional and the def2-TZVPD basis", "symbols": ["O", "C", "C", "H", "H", "C", "H", "H", "C", "H", "H", "H", "C", "H", "H", "H", "V", "C", "C", "C", "H", "C", "C", "H", "H", "H", "H", "C", "C", "C", "H", "C", "C", "H", "H", "H", "H", "O", "C", "C", "H", "H", "C", "H", "H", "C", "H", "H", "H", "H", "C", "C", "C", "O", "B", "O", "C", "C", "C", "H", "H", "H", "H", "H", "H", "H", "H", "H", "H", "H", "H"], "coordinates": [[0.288, 1.085, -1.100], [-1.092, 1.542, -0.975], [-0.774, 2.807, -1.760], [-1.354, 1.672, 0.070], [-1.782, 0.837, -1.427], [0.701, 2.381, -1.706], [-1.003, 3.746, -1.264], [-1.184, 2.819, -2.766], [1.523, 3.177, -0.721], [1.096, 3.113, 0.277], [1.538, 4.225, -1.019], [2.550, 2.826, -0.677], [1.394, 2.187, -3.027], [0.740, 1.719, -3.757], [2.278, 1.564, -2.914], [1.707, 3.153, -3.422], [1.016, -1.013, -0.905], [1.327, -2.694, -2.525], [0.131, -2.983, -1.838], [-0.804, -1.977, -2.173], [-0.046, -3.810, -1.174], [-0.179, -1.072, -3.040], [1.149, -1.492, -3.246], [1.887, -1.001, -3.858], [2.223, -3.288, -2.499], [-1.796, -1.892, -1.771], [-0.625, -0.176, -3.435], [2.821, -2.211, 0.145], [3.370, -1.388, -0.868], [3.135, -0.048, -0.520], [3.872, -1.724, -1.758], [2.440, -0.042, 0.715], [2.266, -1.377, 1.124], [1.719, -1.698, 1.991], [2.809, -3.288, 0.151], [3.457, 0.810, -1.083], [2.057, 0.821, 1.229], [-2.857, 5.520, -0.138], [-2.386, 6.470, -1.100], [-3.189, 7.742, -0.878], [-2.548, 6.075, -2.110], [-1.313, 6.608, -0.960], [-4.520, 7.184, -0.389], [-3.277, 8.346, -1.779], [-2.727, 8.354, -0.103], [-4.067, 6.004, 0.457], [-5.120, 6.841, -1.233], [-5.111, 7.903, 0.174], [-4.794, 5.191, 0.485], [-3.866, 6.315, 1.488], [2.279, -4.597, 2.429], [0.772, -4.686, 2.045], [0.475, -6.210, 1.962], [0.606, -4.148, 0.774], [-0.022, -2.799, 0.924], [-0.370, -2.562, 2.344], [-0.215, -3.855, 2.945], [-1.619, -4.509, 3.019], [0.317, -3.741, 4.392], [2.654, -3.569, 2.533], [2.909, -5.107, 1.663], [2.476, -5.113, 3.394], [1.180, -6.705, 1.255], [0.592, -6.697, 2.954], [-0.538, -6.418, 1.566], [-1.570, -5.509, 3.501], [-2.303, -3.882, 3.627], [-2.058, -4.623, 2.006], [1.289, -3.206, 4.421], [-0.393, -3.173, 5.030], [0.460, -4.754, 4.830]], "forces_ev_per_angstrom": [[-0.17, 0.05, 0.09], [0.26, -0.14, -0.02], [-0.08, 0.22, 0.04], [-0.02, 0.10, 0.14], [-0.05, -0.11, -0.11], [-0.19, -0.20, 0.15], [-0.06, 0.03, 0.06], [-0.02, -0.03, -0.07], [0.07, 0.03, 0.06], [-0.09, 0.02, 0.07], [0.00, 0.05, -0.06], [0.12, -0.08, 0.02], [0.04, -0.04, -0.08], [-0.08, -0.08, -0.06], [0.09, -0.05, 0.05], [0.00, 0.09, -0.01], [0.49, -1.67, -0.63], [-0.24, -0.13, 0.25], [-0.23, -0.20, -0.44], [0.14, -0.05, 0.58], [0.10, -0.01, -0.37], [0.35, 0.43, 0.12], [0.01, 0.36, 0.14], [0.04, 0.03, -0.06], [0.06, -0.06, 0.03], [-0.16, -0.04, 0.03], [-0.04, 0.09, -0.08], [0.23, 0.09, -0.36], [-0.05, 0.19, 0.16], [0.06, 0.07, -0.17], [0.03, -0.03, -0.07], [-0.47, -0.03, -0.20], [-0.13, 0.18, 0.29], [0.18, 0.13, 0.16], [-0.06, 0.07, -0.08], [0.01, 0.08, -0.04], [0.05, 0.13, 0.09], [-0.01, 0.12, -0.09], [0.02, -0.09, -0.01], [0.03, 0.08, -0.01], [-0.03, -0.03, 0.01], [0.03, 0.00, 0.04], [-0.06, -0.01, -0.03], [0.01, 0.00, -0.03], [0.03, 0.01, 0.04], [-0.02, -0.07, 0.12], [-0.01, -0.03, -0.04], [-0.01, 0.01, 0.03], [0.02, -0.02, -0.02], [0.05, -0.01, -0.03], [0.22, -0.11, 0.44], [0.67, -1.35, 0.72], [-0.23, -0.20, -0.01], [-1.52, 2.76, -0.22], [0.44, 0.32, 0.90], [1.11, -1.71, -2.33], [-0.31, -0.94, 1.62], [-0.13, -0.22, -0.03], [0.14, 0.32, 0.10], [-0.22, -0.29, -0.06], [-0.61, 0.33, 0.38], [-0.16, 0.27, -0.53], [-0.30, 0.51, 0.51], [-0.13, 0.25, -0.54], [0.45, 0.20, 0.32], [-0.03, 0.58, -0.31], [0.46, -0.20, -0.40], [0.24, 0.07, 0.55], [-0.55, -0.32, -0.03], [0.34, -0.38, -0.42], [-0.11, 0.63, -0.26]], "multiplicity": 3, "s2": 2.048, "total_energy_ha": -2246.32210, "homo_lumo_gap_ev": [5.54, 6.56], "lumo_energy_ev": [0.49, 0.49]}

***

(2)
{"formula": "C25H40Br2NO11P2PbSb", "method": "the ωB97M-V functional and the def2-TZVPD basis", "symbols": ["Pb", "C", "C", "C", "O", "C", "O", "O", "H", "H", "H", "H", "H", "H", "H", "O", "P", "O", "O", "O", "P", "O", "O", "O", "H", "H", "Br", "C", "C", "C", "Br", "C", "C", "C", "C", "N", "C", "C", "O", "H", "H", "H", "H", "C", "C", "C", "C", "Sb", "C", "C", "C", "C", "C", "C", "C", "C", "H", "H", "H", "H", "H", "H", "H", "H", "H", "H", "H", "H", "H", "H", "H", "H", "H", "H", "H", "H", "H", "H", "H", "H", "H", "H", "H"], "coordinates": [[1.925, 1.780, -1.560], [0.307, 5.348, 0.054], [-0.804, 4.299, -0.008], [-2.161, 4.965, 0.221], [-0.630, 3.293, 0.992], [-0.751, 3.684, -1.437], [-1.192, 4.313, -2.381], [-0.228, 2.511, -1.532], [0.246, 5.915, 0.981], [0.209, 6.025, -0.791], [1.282, 4.867, 0.008], [-2.145, 5.526, 1.154], [-2.951, 4.221, 0.269], [-2.358, 5.630, -0.613], [0.314, 3.137, 1.097], [2.880, -0.801, 1.179], [1.614, 0.068, 1.327], [0.671, -0.698, 2.261], [0.832, 0.240, 0.038], [1.906, 1.375, 2.101], [3.049, 2.543, 1.680], [4.330, 1.606, 1.461], [3.188, 3.449, 2.812], [2.591, 3.018, 0.332], [3.362, -0.576, 0.323], [4.872, 1.635, 2.249], [5.730, -2.088, -0.452], [4.688, -1.992, -2.039], [4.945, -2.885, -3.072], [4.186, -2.846, -4.216], [4.570, -4.081, -5.618], [3.133, -1.924, -4.356], [2.288, -1.846, -5.480], [1.254, -0.947, -5.494], [1.081, -0.098, -4.393], [1.875, -0.120, -3.352], [2.888, -1.005, -3.294], [3.699, -1.005, -2.104], [3.519, -0.146, -1.163], [5.739, -3.607, -2.964], [2.461, -2.509, -6.314], [0.583, -0.884, -6.334], [0.277, 0.624, -4.366], [-3.493, -0.492, 3.423], [-1.976, -0.450, 3.402], [-1.404, -1.485, 4.355], [-1.450, 0.947, 3.696], [-1.128, -0.927, 1.332], [-0.675, -3.128, 0.876], [-1.829, -3.996, 1.358], [0.615, -3.509, 1.577], [-0.511, -3.191, -0.639], [-2.562, -0.005, -0.371], [-2.895, 1.380, 0.099], [-3.733, -0.958, -0.314], [-1.847, 0.002, -1.685], [-3.827, -0.341, 4.451], [-3.875, -1.454, 3.089], [-3.931, 0.294, 2.813], [-1.552, -1.152, 5.382], [-0.335, -1.603, 4.188], [-1.903, -2.446, 4.230], [-1.829, 1.293, 4.657], [-1.746, 1.667, 2.930], [-0.363, 0.938, 3.736], [-1.912, -3.967, 2.442], [-1.645, -5.030, 1.065], [-2.780, -3.689, 0.926], [0.540, -3.363, 2.653], [1.448, -2.911, 1.213], [0.837, -4.559, 1.388], [-1.475, -3.095, -1.143], [-0.077, -4.150, -0.925], [0.155, -2.396, -0.983], [-3.484, 1.374, 1.015], [-3.469, 1.883, -0.681], [-1.983, 1.957, 0.254], [-4.091, -1.112, 0.699], [-3.496, -1.920, -0.758], [-4.553, -0.522, -0.886], [-0.938, 0.592, -1.598], [-2.479, 0.508, -2.417], [-1.623, -0.996, -2.053]], "forces_ev_per_angstrom": [[0.33, 0.52, -0.66], [-0.08, -0.17, 0.03], [-0.10, 0.33, -0.30], [0.39, -0.24, -0.07], [0.01, 0.26, 0.26], [-0.32, 0.15, 0.16], [-0.13, 0.32, -0.14], [0.25, -0.40, 0.12], [-0.01, 0.01, 0.09], [-0.04, 0.08, -0.03], [0.09, 0.05, 0.00], [0.00, 0.02, 0.08], [-0.16, -0.10, 0.01], [-0.08, 0.09, -0.03], [0.11, 0.01, -0.07], [-0.13, 0.10, 0.38], [0.33, -0.72, 0.01], [-1.08, -0.33, 0.26], [0.06, 0.38, -0.25], [0.33, 0.58, -0.09], [0.35, 0.17, 0.35], [-0.26, 0.27, -0.38], [-0.04, 0.11, 0.32], [-0.11, -0.30, 0.05], [0.34, -0.09, -0.58], [0.31, -0.06, 0.30], [-0.06, -0.02, -0.23], [-0.17, 0.41, 0.36], [-0.24, -0.13, -0.48], [0.37, -0.32, 0.06], [0.00, 0.09, 0.15], [-0.04, 0.25, 0.22], [-0.27, 0.17, 0.04], [0.20, -0.19, -0.08], [0.05, 0.01, 0.01], [-0.42, -0.02, 0.06], [0.38, -0.58, -0.21], [0.51, -0.48, -0.02], [-0.30, 0.41, 0.25], [0.05, -0.06, -0.03], [-0.03, -0.03, -0.05], [-0.08, 0.03, -0.10], [-0.13, 0.12, -0.04], [0.10, -0.02, -0.23], [0.00, -0.22, -0.63], [0.19, -0.07, -0.33], [0.25, -0.07, -0.39], [-0.70, -0.79, 0.44], [-0.28, 0.51, 0.04], [0.00, 0.32, 0.04], [0.00, 0.44, 0.09], [-0.08, 0.27, 0.14], [0.30, -0.11, 0.29], [0.32, 0.11, 0.30], [0.26, -0.24, 0.21], [0.55, -0.16, 0.06], [-0.05, 0.04, 0.10], [-0.11, -0.12, 0.01], [-0.10, 0.06, -0.04], [-0.07, 0.05, 0.14], [0.04, -0.08, 0.19], [0.04, -0.07, 0.06], [-0.09, -0.03, 0.14], [-0.05, 0.11, 0.03], [0.05, 0.13, 0.12], [-0.06, -0.05, 0.11], [0.03, -0.11, -0.05], [-0.14, -0.03, -0.05], [0.07, -0.05, 0.07], [0.13, -0.08, 0.04], [-0.07, -0.13, -0.10], [0.05, 0.03, -0.07], [0.03, -0.10, 0.02], [0.03, -0.10, -0.17], [-0.05, 0.06, 0.03], [-0.13, -0.01, -0.12], [-0.15, 0.02, 0.02], [-0.18, -0.02, 0.18], [0.02, -0.18, -0.06], [-0.05, 0.11, -0.07], [-0.15, -0.08, -0.19], [-0.14, 0.08, -0.05], [-0.01, -0.10, -0.03]], "total_energy_ha": -8123.18141, "homo_lumo_gap_ev": 6.32, "lumo_energy_ev": -1.40}

***

(3)
{"formula": "C25H40BrF7N3O4PS", "method": "the ωB97M-V functional and the def2-TZVPD basis", "symbols": ["C", "C", "C", "O", "C", "C", "Br", "C", "C", "C", "C", "F", "F", "C", "F", "F", "C", "F", "F", "F", "N", "C", "C", "C", "C", "C", "N", "C", "N", "C", "S", "P", "C", "C", "C", "C", "C", "O", "H", "H", "H", "H", "H", "H", "H", "H", "H", "H", "H", "H", "H", "H", "H", "H", "H", "H", "H", "H", "H", "H", "H", "H", "H", "H", "H", "H", "H", "H", "H", "H", "H", "H", "H", "H", "H", "C", "C", "O", "O", "H", "H", "H"], "coordinates": [[0.536, 6.133, -0.413], [1.169, 4.988, -1.265], [1.862, 3.849, -0.442], [1.530, 2.567, -1.025], [0.464, 1.880, -0.422], [-0.910, 2.630, -0.181], [-2.409, 1.317, -0.195], [-1.032, 3.397, 1.164], [-2.422, 4.168, 1.148], [0.190, 0.745, -1.493], [-0.388, 1.000, -2.894], [-0.760, 2.280, -3.065], [-1.533, 0.275, -3.025], [0.525, 0.612, -4.134], [0.224, -0.589, -4.653], [0.224, 1.499, -5.117], [2.071, 0.724, -3.942], [2.577, -0.177, -3.102], [2.459, 1.958, -3.655], [2.614, 0.449, -5.151], [0.529, -0.393, -1.007], [0.414, -1.730, -1.604], [-1.025, -2.375, -1.397], [-1.746, -2.709, -2.739], [-1.554, -4.188, -3.208], [-2.589, -4.440, -4.353], [-2.461, -3.459, -5.439], [1.127, -0.333, 0.348], [2.606, -0.158, 0.031], [3.290, -1.168, 0.102], [4.026, -2.540, -0.185], [0.834, -1.726, 1.588], [-0.955, -1.855, 2.074], [-1.386, -0.895, 3.266], [1.795, -1.479, 3.141], [2.987, -2.484, 3.297], [0.737, 1.088, 0.907], [1.613, 1.630, 1.843], [0.830, 6.122, 0.650], [-0.566, 5.976, -0.421], [0.678, 7.119, -0.889], [0.456, 4.528, -1.976], [1.942, 5.453, -1.911], [2.953, 3.969, -0.602], [1.707, 3.911, 0.647], [-1.168, 3.348, -0.979], [-0.271, 4.176, 1.313], [-1.100, 2.729, 2.041], [-2.840, 4.240, 0.126], [-2.345, 5.158, 1.632], [-3.143, 3.565, 1.730], [1.122, -2.444, -1.147], [0.610, -1.756, -2.687], [-1.625, -1.579, -0.912], [-0.964, -3.284, -0.776], [-2.834, -2.581, -2.552], [-1.467, -2.066, -3.583], [-0.553, -4.228, -3.695], [-1.650, -4.925, -2.394], [-3.586, -4.278, -3.891], [-2.527, -5.468, -4.763], [-3.303, -3.404, -5.999], [-1.634, -3.611, -6.008], [-1.070, -2.883, 2.477], [-1.667, -1.777, 1.237], [-0.577, -0.217, 3.579], [-2.182, -0.238, 2.841], [-1.843, -1.440, 4.103], [2.260, -0.473, 3.226], [1.150, -1.567, 4.061], [3.290, -2.571, 4.353], [3.869, -2.062, 2.766], [2.742, -3.451, 2.827], [-0.154, 0.856, 1.522], [2.419, 1.946, 1.398], [-0.706, -2.700, 7.303], [0.217, -2.148, 6.209], [0.332, -0.901, 6.153], [0.762, -3.011, 5.474], [-1.142, -1.895, 7.896], [-1.516, -3.276, 6.850], [-0.140, -3.355, 7.968]], "forces_ev_per_angstrom": [[-1.22, -0.59, -0.56], [0.65, 0.48, 0.24], [0.61, 0.99, -0.98], [-0.38, 0.18, 1.35], [-2.08, -0.47, -0.45], [0.37, 1.15, 0.44], [0.51, 0.22, -0.06], [-1.68, 0.63, -0.16], [0.13, -0.70, 0.37], [0.38, 0.52, 1.86], [-0.72, -0.80, -0.50], [0.63, -0.10, 0.56], [0.53, -0.07, 0.05], [0.09, 0.88, -0.80], [0.16, -0.06, 0.84], [0.13, -0.04, 0.46], [0.87, -0.36, -1.84], [-0.38, 0.44, 0.41], [-0.40, -0.22, 0.69], [-0.33, -0.09, 0.28], [-0.44, -0.74, -0.40], [-0.78, -2.09, -0.77], [-0.01, 1.19, -0.77], [-0.32, -1.06, 0.65], [0.06, 1.17, -1.42], [-0.16, -0.12, 0.36], [0.14, 0.22, 0.52], [1.61, 2.58, 1.72], [-0.53, -1.01, 1.07], [0.27, -1.53, -1.57], [-0.08, 1.31, 0.58], [0.02, -2.60, -0.59], [-0.34, 0.79, 1.50], [-0.75, 0.58, -1.56], [1.03, 0.92, 0.92], [0.05, 0.62, -0.78], [-0.26, -1.40, -0.55], [0.34, 0.37, -0.90], [0.22, 0.19, -0.56], [0.55, 0.18, 0.21], [0.21, -0.45, 0.47], [0.19, 0.27, 0.52], [-0.33, -0.39, 0.30], [-0.54, -0.35, 0.16], [-0.34, -0.23, -0.50], [0.28, -0.59, 0.21], [0.10, -0.69, -0.22], [0.61, 0.22, -0.51], [0.28, 0.29, 0.48], [-0.01, -0.43, -0.38], [0.22, 0.44, -0.30], [0.04, 0.98, 0.10], [0.06, 0.63, 0.50], [0.19, -0.72, 0.08], [0.04, 0.63, 0.01], [0.54, 0.10, -0.21], [-0.16, -0.07, 0.51], [-0.32, -0.42, 0.60], [0.08, 0.28, -0.36], [0.39, -0.33, -0.40], [-0.05, 0.25, 0.56], [0.34, -0.13, -0.07], [-0.36, -0.10, -0.05], [0.49, 0.37, -0.48], [0.52, 0.03, 0.19], [-0.29, -0.62, 0.34], [0.35, -0.26, 0.43], [0.58, 0.23, -0.17], [-0.63, -0.32, -0.21], [0.13, -0.16, -0.93], [-0.58, -0.17, -0.41], [-0.42, -0.40, 0.17], [0.19, 0.22, 0.54], [-0.04, 0.69, -0.83], [-0.15, -0.42, 0.12], [-0.16, 0.12, 0.21], [-0.19, -0.01, 0.39], [0.16, -0.09, -0.41], [-0.03, 0.17, -0.18], [0.04, 0.01, -0.05], [0.09, -0.11, 0.02], [-0.04, -0.09, -0.10]], "total_energy_ha": -5454.25164, "homo_lumo_gap_ev": 4.40, "lumo_energy_ev": -2.29}